C8H8S in the gas phase, computed with wB97M-V/def2-TZVPD.

Each line ends with the Mulliken charge.
CARTESIAN COORDINATES (ANGSTROEM)
1 C -0.669 0.506 0.389  -0.376
2 C -1.570 -0.570 0.697  -0.509
3 C 0.695 0.256 0.568  0.818
4 C 1.091 -1.133 0.761  -0.819
5 C -2.696 -0.901 0.085  0.342
6 C -3.739 -1.101 -0.653  -0.754
7 C 1.748 1.234 0.222  -0.549
8 C 2.897 0.477 -0.553  -0.644
9 S 2.673 -1.265 0.104  0.003
10 H -1.026 1.466 0.185  0.386
11 H -0.886 -1.315 1.302  0.375
12 H -4.727 -0.756 -0.257  0.217
13 H -3.818 -1.840 -1.388  0.297
14 H 1.186 1.887 -0.437  0.258
15 H 2.267 1.854 1.073  0.228
16 H 2.773 0.171 -1.594  0.313
17 H 3.800 1.030 -0.505  0.412

Results
Gap between HOMO and LUMO: 7.7 eV
Highest occupied orbital energy: -0.3041 hartree
Charge: 0

***

C4H5NO2 in the gas phase, computed with wB97M-V/def2-TZVPD.

Each line ends with the Mulliken charge.
CARTESIAN COORDINATES (ANGSTROEM)
1 O -0.329 -1.133 -1.744  -0.443
2 C -0.629 0.033 -1.801  0.058
3 C -0.337 0.911 -0.642  0.481
4 O 0.163 1.961 -0.987  -0.498
5 N -0.554 0.446 0.647  -0.282
6 C 0.784 0.249 1.219  -0.446
7 C -0.150 -0.895 1.095  -0.230
8 H -0.906 0.437 -2.779  0.385
9 H 0.863 0.767 2.170  0.270
10 H 1.639 0.198 0.452  0.224
11 H 0.134 -1.685 0.413  0.241
12 H -0.677 -1.289 1.958  0.240

Results
SMILES: O=CC(=O)N1CC1
Gap between HOMO and LUMO: 9.8 eV
Highest occupied orbital energy: -0.3630 hartree
Charge: 0

***

A molecular structure, C39H60FIrN9O3S2Sb, computed with wB97M-V/def2-TZVPD.

Each line ends with the Mulliken spin population.
CARTESIAN COORDINATES (ANGSTROEM)
1 Ir -0.833 0.143 -0.019  0.548
2 N -2.366 -3.176 -2.485  -0.002
3 C -1.672 -2.206 -1.883  0.007
4 S -2.570 -1.121 -0.829  -0.030
5 N -0.405 -2.083 -2.078  -0.007
6 N 0.173 -1.057 -1.389  0.028
7 C 1.371 -0.785 -1.757  0.005
8 C 2.139 0.214 -1.054  -0.004
9 C 3.396 0.600 -1.491  0.008
10 C 4.098 1.525 -0.738  -0.004
11 C 3.523 1.994 0.431  0.005
12 C 2.262 1.549 0.796  -0.020
13 N 1.567 0.681 0.068  0.140
14 H -3.370 -3.193 -2.455  0.000
15 H -1.903 -3.740 -3.181  0.000
16 H 1.791 -1.363 -2.571  -0.001
17 H 3.800 0.184 -2.403  0.000
18 H 5.078 1.860 -1.049  0.000
19 H 4.043 2.695 1.069  0.001
20 H 1.801 1.868 1.720  0.009
21 C -1.657 7.764 -0.233  0.000
22 C -0.271 7.178 -0.029  -0.001
23 N -0.320 5.769 0.414  0.002
24 C -0.205 4.807 -0.503  0.002
25 C -0.281 3.462 -0.231  -0.017
26 C -0.109 2.545 -1.403  0.017
27 O 0.614 2.859 -2.312  -0.002
28 O -0.868 1.452 -1.464  -0.008
29 C -0.444 3.029 1.101  0.001
30 O -0.411 1.813 1.466  0.113
31 C -0.604 4.071 2.100  0.018
32 C -0.826 3.727 3.439  -0.001
33 C -0.949 4.704 4.382  -0.004
34 F -1.102 4.345 5.669  0.000
35 C -0.899 6.075 4.057  0.001
36 C -0.702 6.410 2.730  0.000
37 C -0.535 5.429 1.743  0.003
38 N -1.047 7.107 5.010  0.000
39 C 0.105 7.969 5.237  0.000
40 C -0.344 9.321 5.759  0.000
41 N -1.146 9.119 7.016  0.000
42 C -2.309 8.192 6.777  0.000
43 C -1.790 6.870 6.238  0.000
44 H -1.572 8.803 -0.549  0.000
45 H -2.252 7.731 0.679  0.000
46 H -2.193 7.220 -1.010  0.000
47 H 0.317 7.739 0.696  0.000
48 H 0.296 7.190 -0.958  0.000
49 H -0.020 5.130 -1.519  0.000
50 H -0.881 2.685 3.723  0.002
51 H -0.716 7.457 2.466  0.000
52 H 0.651 8.125 4.309  0.000
53 H 0.809 7.513 5.951  0.000
54 H -1.004 9.819 5.051  0.000
55 H 0.499 9.968 5.996  0.000
56 H -1.476 10.017 7.374  0.000
57 H -0.543 8.723 7.743  0.000
58 H -2.958 8.689 6.058  0.000
59 H -2.833 8.064 7.722  0.000
60 H -2.650 6.233 6.040  0.000
61 H -1.185 6.371 7.008  0.000
62 S -2.927 1.258 0.832  0.181
63 C -4.298 0.299 1.318  -0.008
64 N -4.223 -0.921 1.809  -0.001
65 C -5.383 -1.702 2.254  0.000
66 C -6.502 -0.762 2.667  0.001
67 C -6.741 0.259 1.571  0.000
68 N -5.471 0.917 1.247  0.011
69 H -3.327 -1.383 1.767  0.005
70 H -5.060 -2.309 3.099  0.000
71 H -5.697 -2.376 1.454  0.000
72 H -6.233 -0.255 3.595  0.000
73 H -7.411 -1.331 2.850  0.000
74 H -7.449 1.024 1.884  0.000
75 H -7.135 -0.219 0.672  0.001
76 H -5.484 1.823 0.806  0.000
77 C 1.044 0.723 5.126  -0.002
78 C 1.943 -0.427 4.677  -0.002
79 C 2.143 -1.403 5.833  -0.001
80 C 3.300 0.144 4.267  -0.001
81 Sb 1.023 -1.316 2.879  0.020
82 C 2.401 -2.871 2.155  -0.002
83 C 1.681 -3.696 1.089  0.001
84 C 3.566 -2.133 1.492  -0.001
85 C 2.931 -3.793 3.249  -0.001
86 C -0.833 -2.303 3.555  -0.001
87 C -1.779 -1.172 3.944  -0.002
88 C -1.361 -2.990 2.302  0.002
89 C -0.726 -3.303 4.703  -0.001
90 H 1.566 1.304 5.894  0.000
91 H 0.113 0.372 5.569  0.000
92 H 0.808 1.398 4.299  0.000
93 H 2.558 -0.861 6.690  0.000
94 H 2.844 -2.197 5.585  0.000
95 H 1.211 -1.857 6.162  0.000
96 H 3.720 0.702 5.110  0.000
97 H 3.227 0.831 3.419  0.000
98 H 4.015 -0.638 4.018  0.000
99 H 1.102 -3.081 0.393  -0.002
100 H 1.018 -4.440 1.528  0.000
101 H 2.425 -4.244 0.503  0.000
102 H 3.230 -1.519 0.652  -0.001
103 H 4.271 -2.871 1.098  0.000
104 H 4.117 -1.495 2.181  0.000
105 H 2.133 -4.265 3.823  0.000
106 H 3.590 -3.266 3.939  0.000
107 H 3.522 -4.595 2.795  0.000
108 H -1.891 -0.439 3.138  -0.003
109 H -1.451 -0.641 4.835  -0.001
110 H -2.766 -1.592 4.173  0.000
111 H -1.213 -2.315 1.449  0.001
112 H -2.424 -3.242 2.414  0.000
113 H -0.838 -3.915 2.071  0.000
114 H -0.479 -2.815 5.644  0.000
115 H 0.017 -4.077 4.510  0.000
116 H -1.687 -3.808 4.849  0.000

Results
Multiplicity: 2
Gap between HOMO and LUMO (spin up / spin down): 5.8 / 5.3 eV
Highest occupied orbital energy (spin up / spin down): -0.5049 / -0.5055 hartree
⟨S²⟩: 0.76
Charge: +3

***

A molecular structure, C6H15I2N3O5PSV, computed with wB97M-V/def2-TZVPD.

Each line ends with the Mulliken spin population.
CARTESIAN COORDINATES (ANGSTROEM)
1 V -2.473 -0.433 0.433  2.084
2 O -4.218 2.543 1.357  0.003
3 S -3.480 1.899 0.349  0.018
4 O -3.139 2.499 -0.890  0.002
5 O -2.100 1.266 0.945  -0.026
6 O -4.040 0.439 0.048  0.000
7 O -3.400 -2.221 0.198  0.012
8 H -3.210 -3.125 0.485  0.003
9 H -4.376 -2.194 -0.009  0.003
10 C 3.170 -0.372 0.925  0.000
11 N 2.310 0.905 1.020  -0.001
12 C 2.410 1.650 -0.331  0.000
13 N 2.030 0.793 -1.396  0.000
14 C 2.870 -0.404 -1.432  0.001
15 N 2.764 -1.163 -0.183  -0.001
16 C 1.468 -1.812 -0.010  0.003
17 P 0.141 -0.521 0.070  -0.102
18 C 0.888 0.578 1.363  -0.001
19 C 0.606 0.486 -1.419  -0.008
20 H 3.064 -0.904 1.870  0.000
21 H 4.198 -0.034 0.802  0.000
22 H 2.693 1.508 1.752  0.000
23 H 3.452 1.954 -0.427  0.000
24 H 1.768 2.527 -0.261  0.000
25 H 3.908 -0.106 -1.575  0.000
26 H 2.573 -1.034 -2.268  0.000
27 H 1.466 -2.416 0.898  -0.002
28 H 1.278 -2.480 -0.851  0.000
29 H 0.874 0.094 2.341  0.000
30 H 0.312 1.502 1.425  -0.002
31 H 0.014 1.404 -1.432  0.007
32 H 0.366 -0.072 -2.325  0.006
33 I -6.755 -2.567 -0.253  0.001
34 I -7.433 -0.190 -1.218  0.000

Results
Multiplicity: 3
Gap between HOMO and LUMO (spin up / spin down): 5.6 / 6.2 eV
Highest occupied orbital energy (spin up / spin down): -0.5171 / -0.5171 hartree
⟨S²⟩: 2.02
Charge: +2

***

C5H7N3S in the gas phase, computed with wB97M-V/def2-TZVPD.

Each line ends with the Mulliken charge.
CARTESIAN COORDINATES (ANGSTROEM)
1 C -3.138 -1.166 -0.263  0.553
2 C -0.543 0.817 -1.135  -0.930
3 C 0.416 0.338 -0.254  1.512
4 C 0.263 -0.760 0.636  -0.171
5 C 1.729 1.072 -0.250  -1.719
6 N -2.904 -1.675 0.751  -0.607
7 N -3.340 -0.418 -1.329  -0.501
8 N 1.249 -0.966 1.568  -0.345
9 S -2.229 0.676 -1.676  0.095
10 H -0.211 1.552 -1.788  0.198
11 H -0.701 -1.265 0.848  0.252
12 H 1.716 1.701 0.589  0.456
13 H 1.753 1.675 -1.234  0.329
14 H 2.666 0.513 -0.172  0.403
15 H 1.203 -1.786 2.228  0.244
16 H 2.071 -0.307 1.483  0.232

Results
Gap between HOMO and LUMO (spin up / spin down): 6.6 / 6.6 eV
Highest occupied orbital energy (spin up / spin down): -0.2753 / -0.2753 hartree
Charge: 0

***

A gas-phase ion, C4H12NO (charge +1), computed with wB97M-V/def2-TZVPD.

Each line ends with the Mulliken charge.
CARTESIAN COORDINATES (ANGSTROEM)
1 N 1.589 -0.687 0.015  -0.221
2 C 0.662 -1.093 1.118  -0.719
3 C -0.682 -0.330 1.008  -0.578
4 C -1.200 -0.102 -0.430  -0.787
5 C -0.863 1.209 -1.032  -0.423
6 O 0.499 1.561 -0.692  -0.540
7 H 1.205 -0.967 -0.886  0.312
8 H 2.483 -1.098 0.228  0.369
9 H 1.704 0.332 -0.016  0.331
10 H 0.665 -2.182 1.204  0.405
11 H 1.038 -0.650 2.023  0.350
12 H -1.465 -0.821 1.602  0.440
13 H -0.598 0.617 1.540  0.360
14 H -2.268 -0.158 -0.319  0.359
15 H -1.029 -0.958 -1.110  0.332
16 H -1.014 1.089 -2.117  0.339
17 H -1.535 2.030 -0.810  0.371
18 H 0.810 2.207 -1.325  0.301

Results
SMILES: [NH3+]CCCCO
Gap between HOMO and LUMO: 11.6 eV
Highest occupied orbital energy: -0.5448 hartree
Charge: +1

***

Calculated calculated total energy, -707.6189; -360.5714; -3480.5951; -3056.4663; -757.0594; -289.3418 hartree (same order as the records).
Calculated ΔE to the lowest compared entry with this formula, charge and spin, 91.67; 61.49; 58.63; 13.70; 53.99; 20.75 kcal per mole (same order as the records).